Below is 8 unconnected molecules or ions with the total composition C36H86N2O8 at a distorted geometry, with properties calculated with ωB97M-V/def2-TZVPD.

HOMO, eV: -8.20
Orbital gap, Eh: 0.3199
LUMO level, eV: 0.507
ΔE to the lowest compared entry with this formula, charge and spin, eV: 1.140
E, a.u.: -2134.55458

```
! RIJCOSX wB97M-V def2-TZVPD def2/J DEFGRID3
* xyz 0 1
C 3.276 -1.685 3.118
C 4.202 -0.827 2.241
C 4.360 -1.515 0.889
C 3.500 0.510 1.969
C 3.592 1.464 3.146
C 5.050 1.670 3.561
C 5.812 0.373 3.871
C 7.303 0.660 3.810
C 5.439 -0.141 5.260
N 5.513 -0.572 2.802
O 6.280 -1.756 2.918
H 3.003 -1.204 4.063
H 2.326 -1.882 2.627
H 3.788 -2.616 3.381
H 5.034 -2.368 0.875
H 3.384 -1.846 0.522
H 4.663 -0.788 0.132
H 3.873 0.985 1.058
H 2.450 0.288 1.748
H 3.171 2.437 2.882
H 3.024 1.079 3.998
H 4.969 2.213 4.511
H 5.626 2.265 2.854
H 7.853 -0.190 4.237
H 7.676 1.493 4.410
H 7.654 0.727 2.782
H 5.930 -1.100 5.466
H 4.369 -0.307 5.395
H 5.760 0.518 6.070
H 5.881 -2.242 3.654
C -6.072 3.222 -2.697
C -5.088 2.620 -1.692
C -3.902 1.986 -2.400
C -4.625 3.725 -0.757
C -3.855 3.294 0.480
C -4.717 2.316 1.268
C -5.319 1.187 0.446
C -4.219 0.155 0.254
C -6.511 0.589 1.213
N -5.848 1.677 -0.848
O -6.212 0.567 -1.682
H -5.731 4.221 -2.978
H -6.153 2.612 -3.599
H -7.079 3.277 -2.289
H -4.225 1.177 -3.057
H -3.427 2.723 -3.057
H -3.112 1.620 -1.748
H -3.954 4.370 -1.344
H -5.466 4.394 -0.553
H -2.895 2.820 0.257
H -3.668 4.232 1.005
H -5.488 2.936 1.753
H -4.209 1.891 2.137
H -4.104 -0.479 1.148
H -3.235 0.579 0.066
H -4.442 -0.628 -0.475
H -6.437 0.739 2.288
H -6.587 -0.492 1.045
H -7.434 1.024 0.826
H -6.914 0.141 -1.180
C 3.189 -3.801 -2.427
C 2.513 -3.528 -3.769
C 2.765 -4.653 -4.759
O 1.079 -3.611 -3.486
H 2.614 -4.443 -1.761
H 3.464 -2.865 -1.943
H 4.103 -4.398 -2.550
H 2.781 -2.534 -4.120
H 2.026 -4.639 -5.560
H 2.791 -5.635 -4.292
H 3.733 -4.507 -5.258
H 0.651 -2.891 -3.965
C -0.013 1.873 4.988
C -0.707 1.685 3.653
C -0.695 0.220 3.203
O -2.032 2.215 3.691
H 1.052 1.638 4.912
H -0.370 1.169 5.754
H -0.178 2.865 5.404
H -0.188 2.255 2.881
H 0.218 -0.279 3.540
H -0.665 0.139 2.115
H -1.565 -0.328 3.566
H -2.551 1.709 4.325
C -0.015 4.377 -0.246
C 0.058 4.950 -1.642
C -1.226 4.826 -2.425
O 0.518 6.295 -1.602
H 0.784 4.783 0.379
H 0.154 3.297 -0.216
H -0.983 4.519 0.243
H 0.815 4.355 -2.177
H -1.013 4.750 -3.488
H -1.907 5.616 -2.096
H -1.780 3.927 -2.140
H 0.237 6.746 -2.404
C 1.022 -6.195 1.218
C 0.157 -4.939 1.160
C 0.464 -3.943 2.259
O 0.226 -4.319 -0.129
H 0.662 -6.972 0.545
H 0.946 -6.618 2.225
H 2.072 -5.937 1.072
H -0.871 -5.313 1.275
H 0.288 -2.924 1.903
H 1.485 -4.000 2.627
H -0.255 -4.082 3.067
H 0.069 -4.987 -0.804
C -0.187 -0.417 -5.910
C -1.469 -1.044 -5.393
C -2.586 -1.015 -6.441
O -1.190 -2.375 -4.973
H 0.404 -1.148 -6.468
H 0.407 -0.082 -5.059
H -0.404 0.396 -6.599
H -1.827 -0.465 -4.531
H -2.825 0.026 -6.649
H -3.453 -1.595 -6.122
H -2.250 -1.518 -7.353
H -1.840 -2.697 -4.343
C -1.108 -1.468 -1.263
C 0.240 -0.772 -1.121
C 0.017 0.645 -0.630
O 1.008 -1.474 -0.151
H -1.492 -1.702 -0.271
H -1.024 -2.389 -1.843
H -1.784 -0.770 -1.767
H 0.752 -0.745 -2.091
H 0.853 0.967 -0.003
H -0.864 0.707 0.018
H -0.128 1.339 -1.457
H 0.992 -2.410 -0.406
*
```